# 1
The following is a quantum chemistry calculation of C22H23N3O5 in the gas phase, from OMol25.

Its HOMO-LUMO gap is 8.4268 eV. Its HOMO energy is -7.720 eV. The energy above the lowest of the compared OMol25 structures with the same formula, charge and spin is 0.607 eV. As for the SMILES: COc1ccc(NC(=O)CCNC(=O)Cn2ccc3ccccc3c2=O)c(OC)c1.

```
! RIJCOSX wB97M-V def2-TZVPD def2/J DEFGRID3
* xyz 0 1
C 3.70 4.15 1.19
O 3.87 2.88 1.78
C 2.79 2.04 1.80
C 1.54 2.32 1.28
C 0.53 1.37 1.35
C 0.76 0.14 1.94
N -0.20 -0.87 2.03
C -1.34 -1.00 1.31
O -1.79 -0.16 0.56
C -2.02 -2.35 1.51
C -1.17 -3.48 0.90
N -0.76 -3.12 -0.44
C 0.45 -2.60 -0.69
O 1.38 -2.59 0.09
C 0.56 -1.99 -2.10
N -0.16 -0.72 -2.14
C 0.52 0.44 -1.90
C -0.09 1.64 -1.93
C -1.48 1.72 -2.19
C -2.18 2.94 -2.23
C -3.53 2.96 -2.48
C -4.23 1.77 -2.69
C -3.57 0.57 -2.65
C -2.19 0.53 -2.41
C -1.52 -0.76 -2.35
O -2.09 -1.84 -2.50
C 2.02 -0.14 2.49
O 2.15 -1.36 3.10
C 3.43 -1.78 3.50
C 3.03 0.80 2.41
H 4.67 4.65 1.29
H 3.44 4.07 0.13
H 2.94 4.74 1.71
H 1.33 3.27 0.81
H -0.44 1.59 0.94
H 0.14 -1.68 2.53
H -2.18 -2.54 2.57
H -2.99 -2.31 1.00
H -1.74 -4.41 0.86
H -0.26 -3.64 1.48
H -1.49 -2.95 -1.13
H 1.61 -1.82 -2.34
H 0.10 -2.66 -2.83
H 1.57 0.33 -1.67
H 0.48 2.54 -1.74
H -1.64 3.86 -2.07
H -4.06 3.90 -2.51
H -5.29 1.80 -2.88
H -4.09 -0.37 -2.81
H 3.82 -1.15 4.30
H 4.12 -1.78 2.65
H 3.31 -2.79 3.86
H 4.01 0.63 2.80
*
```

---

# 2
The following is a quantum chemistry calculation of C22H23N3O5S in the gas phase, from OMol25.

Its HOMO-LUMO gap is 7.6727 eV. Its HOMO energy is -7.651 eV. The energy above the lowest of the compared OMol25 structures with the same formula, charge and spin is 0.000 eV. As for the SMILES: O=C(O)Cn1cc(/C=C2/SC(=O)N(CC(=O)N3CCCCCC3)C2=O)c2ccccc21.

```
! RIJCOSX wB97M-V def2-TZVPD def2/J DEFGRID3
* xyz 0 1
O -6.36 -1.11 1.88
C -7.04 -0.54 1.08
O -8.21 0.04 1.37
C -6.70 -0.39 -0.40
N -5.30 -0.46 -0.64
C -4.58 -1.61 -0.75
C -3.24 -1.34 -0.84
C -2.21 -2.33 -0.99
C -0.96 -2.26 -0.49
S 0.30 -3.42 -0.95
C 1.53 -2.52 -0.03
O 2.71 -2.78 -0.02
N 0.92 -1.54 0.69
C 1.73 -0.57 1.38
C 2.28 0.39 0.31
O 1.68 0.52 -0.74
N 3.41 1.05 0.59
C 4.22 0.87 1.78
C 5.26 -0.24 1.63
C 6.15 -0.07 0.40
C 5.39 -0.29 -0.91
C 4.75 0.97 -1.51
C 4.01 1.83 -0.48
C -0.44 -1.32 0.50
O -1.06 -0.52 1.15
C -3.11 0.09 -0.82
C -2.05 0.97 -0.99
C -2.31 2.33 -0.94
C -3.60 2.82 -0.73
C -4.68 1.96 -0.61
C -4.42 0.60 -0.67
H -8.43 -0.07 2.30
H -7.22 -1.19 -0.94
H -7.10 0.57 -0.76
H -5.07 -2.57 -0.72
H -2.47 -3.21 -1.56
H 2.52 -1.10 1.92
H 1.07 -0.03 2.07
H 3.57 0.68 2.64
H 4.73 1.82 1.97
H 5.87 -0.25 2.53
H 4.76 -1.21 1.55
H 6.95 -0.81 0.46
H 6.61 0.92 0.40
H 4.62 -1.05 -0.75
H 6.07 -0.70 -1.66
H 5.52 1.59 -1.98
H 4.05 0.66 -2.28
H 4.69 2.56 -0.02
H 3.20 2.38 -0.98
H -1.05 0.62 -1.17
H -1.50 3.03 -1.06
H -3.76 3.88 -0.69
H -5.68 2.35 -0.48
*
```

---

# 3
The following is a quantum chemistry calculation of C22H23N3O5S in the gas phase, from OMol25.

Its HOMO-LUMO gap is 8.5876 eV. Its HOMO energy is -8.174 eV. The energy above the lowest of the compared OMol25 structures with the same formula, charge and spin is 2.261 eV. As for the SMILES: CCOc1ccc(NS(=O)(=O)c2ccc(OCC(=O)NCc3ccncc3)cc2)cc1.

```
! RIJCOSX wB97M-V def2-TZVPD def2/J DEFGRID3
* xyz 0 1
C -2.32 2.39 -4.37
C -1.24 1.35 -4.11
O -1.28 0.84 -2.79
C -0.86 1.63 -1.75
C -1.14 1.13 -0.48
C -0.73 1.81 0.65
C -0.01 2.99 0.53
N 0.44 3.64 1.68
S 1.01 2.75 2.99
O -0.09 2.29 3.78
O 1.99 3.60 3.61
C 1.78 1.33 2.23
C 1.51 0.07 2.73
C 2.02 -1.05 2.12
C 2.79 -0.91 0.96
O 3.27 -1.95 0.22
C 3.12 -3.26 0.71
C 1.68 -3.82 0.68
O 1.38 -4.78 1.35
N 0.84 -3.18 -0.15
C -0.52 -3.62 -0.36
C -1.55 -2.68 0.22
C -2.72 -2.39 -0.47
C -3.66 -1.56 0.12
N -3.50 -1.02 1.31
C -2.38 -1.28 1.97
C -1.38 -2.10 1.47
C 3.08 0.36 0.47
C 2.59 1.48 1.11
C 0.25 3.50 -0.73
C -0.17 2.83 -1.87
H -2.18 3.26 -3.73
H -2.28 2.71 -5.41
H -3.30 1.97 -4.17
H -1.41 0.47 -4.74
H -0.24 1.75 -4.35
H -1.70 0.21 -0.40
H -0.97 1.43 1.63
H 0.99 4.47 1.53
H 0.88 -0.01 3.61
H 1.82 -2.03 2.53
H 3.51 -3.37 1.72
H 3.72 -3.89 0.04
H 1.17 -2.37 -0.66
H -0.70 -3.75 -1.43
H -0.60 -4.59 0.15
H -2.90 -2.81 -1.45
H -4.58 -1.32 -0.39
H -2.29 -0.81 2.94
H -0.50 -2.31 2.06
H 3.69 0.45 -0.41
H 2.82 2.47 0.75
H 0.79 4.43 -0.83
H 0.05 3.26 -2.83
*
```

---

# 4
The following is a quantum chemistry calculation of a molecular structure, C22H23N5PdS, from OMol25.

Its HOMO-LUMO gap (spin up / spin down) is 3.6652 / 3.6657 eV. Its HOMO energy (spin up / spin down) is 1.218 / 1.217 eV. The energy above the lowest of the compared OMol25 structures with the same formula, charge and spin is 2.789 eV.

```
! RIJCOSX wB97M-V def2-TZVPD def2/J DEFGRID3
* xyz -2 1
Pd 8.23 14.83 6.02
C 8.59 13.79 8.79
N 9.25 14.88 8.03
C 10.71 14.63 7.85
C 8.91 16.20 8.46
C 9.13 17.19 7.37
C 9.86 18.39 7.39
C 10.11 19.19 6.29
C 9.73 18.76 5.03
C 8.93 17.58 4.95
C 8.76 16.79 6.08
H 9.09 13.60 9.76
H 8.60 12.90 8.20
H 7.54 14.03 9.02
H 11.20 14.87 8.76
H 11.13 15.23 7.05
H 10.88 13.60 7.61
H 9.50 16.49 9.42
H 7.89 16.22 8.80
H 10.16 18.82 8.34
H 10.61 20.17 6.44
H 9.88 19.37 4.13
H 8.46 17.32 4.00
S 6.46 14.85 4.49
C 6.00 13.18 4.75
N 4.78 12.78 4.60
N 4.78 11.42 4.69
C 4.54 10.69 5.85
C 4.32 11.24 7.16
C 4.52 10.47 8.30
C 4.86 9.14 8.15
C 4.77 8.50 6.93
C 4.63 9.29 5.79
N 7.04 12.39 5.13
N 8.22 12.93 5.20
C 9.34 12.03 5.20
C 8.99 10.60 5.40
C 9.95 9.69 5.73
C 11.28 10.07 5.71
C 11.64 11.42 5.43
C 10.71 12.40 5.15
H 4.62 10.88 3.85
H 4.11 12.29 7.34
H 4.52 10.93 9.33
H 5.27 8.48 8.98
H 5.00 7.44 6.81
H 4.59 8.69 4.89
H 7.94 10.31 5.32
H 9.54 8.69 5.94
H 12.05 9.30 5.73
H 12.66 11.70 5.40
H 10.96 13.46 5.01
*
```

---

- Look up the energy above the lowest of the compared OMol25 structures with the same formula, charge and spin of the fourth one.
  2.789 eV

---

What did the third record say?
The following is a quantum chemistry calculation of C22H23N3O5S in the gas phase, from OMol25.

Its HOMO-LUMO gap is 8.5876 eV. Its HOMO energy is -8.174 eV. The energy above the lowest of the compared OMol25 structures with the same formula, charge and spin is 2.261 eV. As for the SMILES: CCOc1ccc(NS(=O)(=O)c2ccc(OCC(=O)NCc3ccncc3)cc2)cc1.

```
! RIJCOSX wB97M-V def2-TZVPD def2/J DEFGRID3
* xyz 0 1
C -2.32 2.39 -4.37
C -1.24 1.35 -4.11
O -1.28 0.84 -2.79
C -0.86 1.63 -1.75
C -1.14 1.13 -0.48
C -0.73 1.81 0.65
C -0.01 2.99 0.53
N 0.44 3.64 1.68
S 1.01 2.75 2.99
O -0.09 2.29 3.78
O 1.99 3.60 3.61
C 1.78 1.33 2.23
C 1.51 0.07 2.73
C 2.02 -1.05 2.12
C 2.79 -0.91 0.96
O 3.27 -1.95 0.22
C 3.12 -3.26 0.71
C 1.68 -3.82 0.68
O 1.38 -4.78 1.35
N 0.84 -3.18 -0.15
C -0.52 -3.62 -0.36
C -1.55 -2.68 0.22
C -2.72 -2.39 -0.47
C -3.66 -1.56 0.12
N -3.50 -1.02 1.31
C -2.38 -1.28 1.97
C -1.38 -2.10 1.47
C 3.08 0.36 0.47
C 2.59 1.48 1.11
C 0.25 3.50 -0.73
C -0.17 2.83 -1.87
H -2.18 3.26 -3.73
H -2.28 2.71 -5.41
H -3.30 1.97 -4.17
H -1.41 0.47 -4.74
H -0.24 1.75 -4.35
H -1.70 0.21 -0.40
H -0.97 1.43 1.63
H 0.99 4.47 1.53
H 0.88 -0.01 3.61
H 1.82 -2.03 2.53
H 3.51 -3.37 1.72
H 3.72 -3.89 0.04
H 1.17 -2.37 -0.66
H -0.70 -3.75 -1.43
H -0.60 -4.59 0.15
H -2.90 -2.81 -1.45
H -4.58 -1.32 -0.39
H -2.29 -0.81 2.94
H -0.50 -2.31 2.06
H 3.69 0.45 -0.41
H 2.82 2.47 0.75
H 0.79 4.43 -0.83
H 0.05 3.26 -2.83
*
```